Formula: C8H18NO9PS
Source: the OMol25 dataset
Level of theory: ωB97M-V/def2-TZVPD

Last columns: bonded neighbours and bond lengths (Å).
Element x y z (Å)
1 O -0.8389 -3.7081 -1.7416  S8 1.739, P28 1.743
2 H -0.9135 -1.0600 3.1311  C11 1.191
3 O -0.6672 -0.9811 -2.6810  H21 1.018, P28 1.751
4 H 4.6085 3.7035 -0.7549  C6 1.094
5 H 1.0743 5.0455 0.6368  C19 1.093
6 C 3.6275 3.2958 -0.4932  H4 1.094, H13 1.097, O36 1.431, C37 1.531
7 H 1.2904 -1.0907 -0.7008  O18 1.012
8 S -0.6353 -4.1078 -0.0613  O1 1.739, O10 1.566, O24 1.702
9 H -4.1979 -1.1756 -1.0104  C27 1.170
10 O 0.0729 -5.5036 -0.1114  S8 1.566
11 C -1.7614 -1.7797 3.5565  H2 1.191, H20 1.170, H32 1.194, C34 1.673
12 H 0.8121 3.3285 -1.8402  C33 1.094
13 H 3.7256 2.7739 0.4671  C6 1.097
14 O 1.9575 1.6785 -1.2534  C33 1.424, C37 1.432
15 O -1.1688 -4.2330 3.2071  C34 1.356
16 H 3.9413 1.5526 -1.7101  C37 1.095
17 H -0.0718 1.8315 -1.4849  C33 1.093
18 O 1.4209 -2.0555 -0.9773  H7 1.012, P28 1.742
19 C 1.8482 4.2780 0.7253  H5 1.093, H22 1.092, H35 1.094, O36 1.423
20 H -1.6479 -2.0116 4.6978  C11 1.170
21 H -0.0064 -0.2065 -2.6799  O3 1.018
22 H 1.3645 3.2992 0.7452  C19 1.092
23 C -2.6405 -1.8679 0.6494  N26 1.504, C27 1.672, O30 1.334
24 O -2.2266 -4.2166 0.5319  S8 1.702, N26 1.338
25 H -4.3981 -0.3955 0.7546  C27 1.194
26 N -2.5611 -3.2028 1.3377  C23 1.504, O24 1.338, C34 1.506
27 C -4.1598 -1.3903 0.1392  H9 1.170, C23 1.672, H25 1.194, H29 1.192
28 P 0.2267 -2.4063 -2.1963  O1 1.743, O3 1.751, O18 1.742
29 H -4.9287 -2.2386 0.4725  C27 1.192
30 O -1.6539 -0.9957 0.4382  C23 1.334
31 H 0.8674 1.9560 -2.9877  C33 1.093
32 H -2.7953 -1.2139 3.3672  C11 1.194
33 C 0.8384 2.2385 -1.9321  H12 1.094, O14 1.424, H17 1.093, H31 1.093
34 C -1.8069 -3.1786 2.6410  C11 1.673, O15 1.356, N26 1.506
35 H 2.3961 4.4401 1.6584  C19 1.094
36 O 2.7335 4.4077 -0.3818  C6 1.431, C19 1.423
37 C 3.1825 2.3345 -1.5987  C6 1.531, O14 1.432, H16 1.095, H38 1.097
38 H 3.0917 2.8556 -2.5599  C37 1.097

Multiplicity: 1

These are the natural (NBO) partial charges, in e, on atoms 1 to 6: O -0.949; H 0.264; O -0.995; H 0.189; H 0.192; C -0.091

=====

Formula: C8H18O
Source: the OMol25 dataset
Level of theory: ωB97M-V/def2-TZVPD

Last columns: bonded neighbours and bond lengths (Å).
Element x y z (Å)
1 H 3.5974 1.3144 -0.4885  C2 1.091
2 C 2.8492 0.7014 0.0171  H1 1.091, H13 1.092, C17 1.530, C24 1.534
3 H -3.0095 -2.2936 -1.0485  C18 1.088
4 O 2.7483 -1.6732 0.6647  C24 1.408, H25 0.964
5 H 2.5355 -1.0083 -1.2823  C24 1.100
6 C -2.4492 -0.9330 0.5289  H8 1.092, C9 1.530, H10 1.093, C18 1.524
7 H 1.4199 2.2914 -0.1030  C17 1.093
8 H -1.5917 -1.5177 0.8671  C6 1.092
9 C -2.2038 0.5540 0.7935  C6 1.530, C19 1.530, H20 1.093, H21 1.093
10 H -3.3070 -1.2445 1.1301  C6 1.093
11 H -1.2249 1.1075 -1.0492  C19 1.091
12 H -1.8605 -1.0606 -1.5541  C18 1.087
13 H 3.0077 0.8061 1.0929  C2 1.092
14 H -3.5543 -0.6350 -1.3033  C18 1.088
15 H 0.2759 -0.5301 -0.0055  C22 1.091
16 H 0.4716 0.5160 1.4152  C22 1.094
17 C 1.4635 1.2300 -0.3606  C2 1.530, H7 1.093, C22 1.528, H27 1.093
18 C -2.7341 -1.2475 -0.9350  H3 1.088, C6 1.524, H12 1.087, H14 1.088
19 C -1.0325 1.1665 0.0234  C9 1.530, H11 1.091, C22 1.528, H23 1.093
20 H -3.1100 1.1075 0.5350  C9 1.093
21 H -2.0303 0.6906 1.8642  C9 1.093
22 C 0.3103 0.5067 0.3336  H15 1.091, H16 1.094, C17 1.528, C19 1.528
23 H -0.9728 2.2266 0.2835  C19 1.093
24 C 3.0845 -0.7673 -0.3596  C2 1.534, O4 1.408, H5 1.100, H26 1.093
25 H 1.8341 -1.5184 0.9269  O4 0.964
26 H 4.1474 -0.9410 -0.5431  C24 1.093
27 H 1.3351 1.1518 -1.4433  C17 1.093

Multiplicity: 1

These are the natural (NBO) partial charges, in e, on atoms 1 to 6: H 0.210; C -0.428; H 0.211; O -0.717; H 0.151; C -0.395

=====

Number 1: HOMO-LUMO gap 0.2961 hartree, LUMO level -0.94 eV, HOMO level -0.33066 hartree. Number 2: HOMO-LUMO gap 0.4108 hartree, LUMO level 1.03 eV, HOMO level -0.37311 hartree.